263
Properties=species:S:1:pos:R:3 method="wB97M-V/def2-TZVPD" total_charge=+3 lumo_energy_ev=-5.377
S 15.630 -20.756 10.939
F 8.847 -21.696 5.474
F 9.140 -21.406 7.622
F 17.496 -20.729 12.849
F 16.069 -13.742 6.650
F 16.064 -28.382 8.298
F 21.598 -22.745 5.073
F 9.848 -19.917 6.164
F 17.979 -29.360 8.130
F 15.586 -14.533 4.755
F 20.793 -21.413 6.685
F 16.610 -29.590 6.593
F 13.919 -13.875 6.096
F 19.902 -23.400 6.276
F 15.560 -21.206 13.597
F 16.041 -19.163 13.105
O 16.112 -16.601 6.756
O 12.063 -21.298 7.046
O 14.177 -20.743 11.035
O 16.243 -19.631 10.309
O 18.503 -20.912 5.666
O 16.752 -16.623 9.068
O 19.215 -26.984 12.863
O 14.239 -16.622 5.371
O 16.483 -26.404 6.752
O 20.143 -20.682 3.917
O 18.733 -26.843 7.375
O 16.158 -21.989 10.388
O 18.275 -20.709 0.169
O 12.366 -18.636 7.474
O 11.529 -22.154 4.917
O 24.225 -27.937 4.494
N 17.195 -17.825 3.221
N 18.580 -25.077 10.695
N 19.366 -18.017 9.889
N 12.373 -17.292 10.231
N 21.509 -29.066 5.321
N 25.103 -19.706 6.049
N 21.281 -20.920 1.012
N 12.476 -24.473 8.823
C 15.227 -17.607 1.721
C 17.359 -18.833 2.116
C 22.010 -30.025 4.269
C 13.296 -19.007 8.412
C 11.486 -23.166 10.682
C 17.745 -24.446 9.686
C 16.157 -16.800 2.630
C 20.476 -22.298 5.672
C 26.496 -20.039 5.840
C 10.514 -22.094 11.081
C 24.487 -16.210 4.275
C 25.397 -14.970 3.966
C 22.193 -21.021 2.179
C 16.394 -20.971 6.882
C 17.918 -26.404 10.930
C 24.841 -19.326 7.475
C 24.126 -28.759 5.632
C 12.934 -16.611 11.446
C 24.508 -21.693 7.206
C 14.976 -16.006 6.557
C 19.355 -19.534 9.895
C 16.571 -25.466 5.692
C 22.097 -21.126 -0.247
C 19.945 -25.260 10.062
C 20.166 -14.444 5.523
C 18.712 -24.224 11.882
C 15.142 -14.529 6.047
C 15.257 -25.197 5.014
C 13.671 -26.606 8.990
C 12.965 -26.601 7.620
C 18.489 -17.106 3.436
C 12.794 -25.591 9.759
C 18.723 -27.459 11.648
C 18.630 -17.546 11.125
C 22.739 -28.668 6.261
C 12.190 -21.090 4.197
C 13.018 -16.076 5.059
C 24.625 -18.667 5.014
C 9.750 -21.200 6.321
C 18.416 -15.925 4.383
C 11.641 -16.225 9.234
C 16.699 -18.472 4.503
C 20.594 -19.552 0.953
C 13.655 -23.594 8.618
C 20.801 -17.648 10.095
C 17.988 -16.332 8.613
C 11.187 -21.945 6.294
C 24.231 -20.891 5.973
C 19.436 -21.552 4.705
C 13.061 -21.657 3.122
C 18.869 -17.572 8.555
C 16.174 -20.413 12.753
C 11.293 -23.646 9.216
C 21.040 -27.798 4.641
C 17.195 -21.653 5.767
C 20.327 -29.715 6.119
C 11.455 -18.340 10.724
C 19.200 -21.808 -0.080
C 17.629 -27.289 6.782
C 24.762 -20.625 8.242
C 25.346 -17.294 4.982
C 17.065 -28.658 7.497
C 19.806 -15.288 4.345
C 13.523 -17.851 9.407
C 12.073 -17.140 4.539
C 12.252 -25.260 7.524
C 15.979 -18.914 1.344
C 20.208 -21.913 1.065
C 10.570 -21.842 12.519
H 22.842 -29.642 3.748
H 10.716 -21.177 10.526
H 21.676 -20.709 3.106
H 13.172 -25.102 10.636
H 23.588 -18.464 5.321
H 20.394 -16.237 4.249
H 26.160 -15.147 3.207
H 20.891 -16.540 10.021
H 11.196 -22.751 8.607
H 18.929 -16.884 2.454
H 21.215 -14.132 5.526
H 17.749 -24.961 8.705
H 18.208 -16.289 5.396
H 19.635 -27.716 13.306
H 18.077 -23.423 9.509
H 11.455 -23.978 11.416
H 10.387 -24.235 9.110
H 21.396 -18.868 0.786
H 15.774 -19.009 4.306
H 12.435 -22.305 2.488
H 18.401 -16.504 11.020
H 17.465 -22.680 5.980
H 17.375 -21.044 -0.003
H 12.885 -19.829 9.030
H 19.227 -17.827 11.982
H 14.486 -24.112 8.085
H 13.751 -27.561 9.525
H 12.365 -15.431 9.091
H 23.630 -22.367 7.307
H 24.472 -29.758 5.331
H 11.025 -16.757 4.515
H 11.653 -21.706 12.835
H 15.390 -19.767 1.620
H 22.549 -27.652 6.568
H 12.797 -20.507 4.899
H 21.407 -20.923 -1.071
H 15.009 -17.032 0.849
H 20.026 -14.717 3.411
H 20.726 -22.876 1.111
H 24.765 -28.451 6.465
H 17.305 -25.847 4.947
H 24.463 -21.358 4.988
H 15.237 -24.408 4.278
H 14.587 -24.873 5.794
H 25.611 -18.665 7.836
H 11.828 -26.038 10.009
H 12.257 -27.371 7.595
H 17.538 -19.121 4.787
H 18.323 -19.850 9.714
H 21.418 -18.204 9.359
H 17.611 -19.802 2.545
H 23.260 -20.522 5.889
H 10.737 -17.920 11.448
H 25.941 -14.627 4.799
H 10.057 -20.938 12.814
H 16.596 -21.541 4.875
H 10.935 -18.847 9.942
H 13.335 -22.723 7.967
H 22.495 -22.051 2.231
H 22.544 -22.102 -0.307
H 12.464 -24.630 6.672
H 19.413 -27.911 10.926
H 19.988 -19.560 0.056
H 19.578 -29.910 5.332
H 12.395 -17.355 3.484
H 19.409 -24.752 12.505
H 20.515 -27.254 5.457
H 14.856 -26.108 4.561
H 18.025 -28.222 11.884
H 16.822 -20.943 7.895
H 24.055 -20.506 9.061
H 22.415 -30.914 4.778
H 19.123 -23.251 11.589
H 19.897 -26.024 9.296
H 10.269 -22.739 13.036
H 23.666 -15.879 4.912
H 13.665 -26.834 6.796
H 26.614 -20.720 4.955
H 24.119 -16.705 3.385
H 15.465 -21.555 7.046
H 14.709 -26.185 9.009
H 11.403 -20.464 3.820
H 12.036 -19.098 11.273
H 26.341 -17.427 4.552
H 25.447 -17.049 6.033
H 17.685 -26.705 9.878
H 19.778 -17.379 7.972
H 10.702 -15.872 9.661
H 20.691 -25.477 10.800
H 11.393 -16.790 8.275
H 21.137 -30.292 3.677
H 19.600 -19.918 10.884
H 20.710 -30.732 6.337
H 26.863 -20.590 6.730
H 16.249 -16.736 8.195
H 20.030 -29.025 6.906
H 13.113 -15.305 4.293
H 12.420 -22.656 10.767
H 19.558 -13.508 5.490
H 19.923 -19.950 9.034
H 25.684 -20.871 8.745
H 14.305 -17.916 2.264
H 24.676 -19.224 4.060
H 12.600 -15.726 5.979
H 22.605 -29.348 7.117
H 19.054 -17.831 3.976
H 21.143 -17.983 11.081
H 20.106 -19.372 1.909
H 18.340 -18.384 8.047
H 17.687 -18.070 11.113
H 25.153 -28.073 4.242
H 12.150 -15.976 11.889
H 14.025 -23.185 9.560
H 16.209 -19.068 0.273
H 9.503 -22.404 10.802
H 18.904 -22.359 4.155
H 20.285 -24.320 9.648
H 17.950 -15.848 7.634
H 20.043 -15.028 6.485
H 21.818 -27.207 4.184
H 27.122 -19.165 5.923
H 13.943 -16.960 8.974
H 23.882 -18.785 7.451
H 16.742 -16.130 2.086
H 12.222 -18.005 5.179
H 13.827 -16.027 11.212
H 17.621 -15.230 4.093
H 10.966 -23.012 6.631
H 22.867 -20.354 -0.199
H 18.661 -22.781 -0.092
H 19.597 -21.646 -1.113
H 13.298 -17.386 12.146
H 15.985 -20.006 6.532
H 23.087 -20.431 1.917
H 14.153 -18.279 10.206
H 25.344 -22.353 7.061
H 17.005 -24.529 6.116
H 18.428 -15.654 9.288
H 16.519 -17.737 5.274
H 17.757 -24.066 12.410
H 24.840 -14.045 3.700
H 16.744 -24.556 10.039
H 13.533 -20.850 2.600
H 13.788 -22.351 3.535
H 11.212 -25.444 7.523
H 18.081 -18.341 1.421
H 15.724 -16.345 3.572
H 19.654 -21.800 1.994
H 12.099 -19.470 7.073
H 16.980 -26.148 11.476
H 14.277 -15.950 7.420
H 14.274 -19.246 7.978
H 20.374 -28.004 3.840
H 17.789 -27.708 5.740